# 1
{
  "formula": "C23H41N2P3SeTc",
  "method": "wB97M-V/def2-TZVPD",
  "max_force_ev_per_a": 4.3,
  "charge": 4,
  "multiplicity": 4,
  "de_lowest_kcal_mol": 23.9,
  "e_tot_ev": -122861.1626,
  "lumo_energy_ev": [-12.98, -16.49],
  "s2": 4.07,
  "orbital_gap_ev": [6.19, 2.39],
  "elements": ["Tc", "P", "P", "P", "H", "C", "C", "H", "C", "C", "C", "C", "C", "C", "C", "C", "C", "H", "H", "H", "H", "H", "H", "H", "H", "H", "H", "H", "H", "H", "H", "H", "H", "H", "H", "H", "H", "H", "H", "H", "H", "H", "H", "H", "H", "H", "C", "C", "C", "C", "C", "C", "Se", "H", "H", "H", "H", "H", "H", "N", "C", "C", "C", "C", "C", "N", "C", "H", "H", "H", "H"],
  "positions_angstrom": [[0.006, 0.166, 0.848], [0.319, 2.160, 1.969], [-2.317, 0.576, 0.374], [2.306, -0.207, 0.331], [-1.408, -2.929, -7.363], [-0.571, -3.603, -7.144], [-0.725, -4.744, -6.462], [-1.714, -5.111, -6.193], [0.386, 3.748, 1.037], [-0.968, 2.560, 3.221], [1.800, 2.407, 3.029], [-3.005, -0.569, -0.885], [-3.597, 0.437, 1.680], [-2.815, 2.205, -0.336], [2.614, -1.472, -0.964], [3.485, -0.787, 1.611], [3.246, 1.240, -0.325], [0.405, -3.324, -7.562], [0.138, -5.384, -6.268], [0.454, 4.577, 1.760], [-0.505, 3.887, 0.416], [1.270, 3.771, 0.389], [-0.702, 3.509, 3.712], [-1.019, 1.778, 3.988], [-1.953, 2.673, 2.755], [1.778, 3.434, 3.423], [2.728, 2.268, 2.463], [1.784, 1.711, 3.876], [-4.100, -0.594, -0.784], [-2.608, -1.579, -0.721], [-2.732, -0.237, -1.896], [-4.498, 0.954, 1.323], [-3.260, 0.902, 2.613], [-3.844, -0.616, 1.865], [-3.911, 2.237, -0.386], [-2.404, 2.326, -1.348], [-2.475, 3.038, 0.289], [3.674, -1.762, -0.922], [2.369, -1.086, -1.962], [1.995, -2.355, -0.758], [4.451, -0.957, 1.114], [3.134, -1.730, 2.052], [3.605, -0.034, 2.400], [4.308, 0.963, -0.351], [3.129, 2.122, 0.317], [2.916, 1.494, -1.341], [0.092, 0.093, -3.027], [-0.256, -1.265, -3.025], [-0.268, -1.952, -4.249], [0.067, -1.258, -5.415], [0.407, 0.091, -5.415], [0.413, 0.775, -4.209], [0.145, 1.258, -1.427], [-0.085, -0.682, -0.543], [-0.508, -1.792, -2.098], [-0.542, -3.015, -4.275], [0.055, -1.767, -6.363], [0.656, 0.583, -6.346], [0.665, 1.829, -4.170], [2.462, 0.004, 6.829], [1.649, -0.314, 6.049], [0.589, -0.674, 5.127], [-0.678, -1.034, 5.585], [-1.645, -1.368, 4.656], [-1.331, -1.312, 3.293], [-0.162, -0.814, 2.857], [0.833, -0.659, 3.758], [-0.854, -1.029, 6.659], [-2.658, -1.616, 4.960], [-2.041, -1.665, 2.545], [1.830, -0.480, 3.359]],
  "lowdin_charge": [0.48, 0.69, 0.65, 0.66, 0.14, 0.17, 0.24, 0.14, -0.23, -0.21, -0.21, -0.25, -0.24, -0.26, -0.24, -0.24, -0.26, 0.14, 0.14, 0.08, 0.03, 0.05, 0.08, 0.05, 0.04, 0.08, 0.04, 0.04, 0.08, 0.04, 0.04, 0.07, 0.04, 0.05, 0.07, 0.02, 0.04, 0.07, 0.03, 0.06, 0.07, 0.07, 0.05, 0.08, 0.03, 0.02, -0.46, -0.02, 0.06, -0.01, 0.10, 0.01, 0.86, -0.07, 0.11, 0.13, 0.07, 0.16, 0.14, 0.24, -0.13, -0.17, 0.06, 0.02, -0.11, -0.09, -0.10, 0.16, 0.14, 0.11, 0.08]
}

***

# 2
{
  "formula": "C23H41NO2OsP2",
  "method": "wB97M-V/def2-TZVPD",
  "max_force_ev_per_a": 5.9,
  "charge": 2,
  "multiplicity": 5,
  "de_lowest_kcal_mol": 103.2,
  "e_tot_ev": -51116.7456,
  "lumo_energy_ev": [-6.09, -9.11],
  "s2": 6.03,
  "orbital_gap_ev": [6.55, 5.28],
  "elements": ["Os", "C", "C", "C", "C", "C", "C", "H", "H", "H", "C", "H", "H", "H", "C", "H", "H", "H", "C", "H", "H", "H", "C", "H", "H", "H", "C", "C", "C", "C", "C", "C", "C", "C", "H", "H", "H", "H", "H", "H", "H", "H", "H", "H", "H", "H", "P", "C", "C", "P", "C", "C", "C", "H", "H", "H", "H", "H", "H", "H", "H", "H", "H", "H", "H", "H", "H", "O", "N", "O"],
  "positions_angstrom": [[-0.552, -0.278, 1.427], [0.968, 0.357, 2.724], [-0.210, 0.077, 3.475], [0.360, -1.853, 2.347], [1.348, -0.848, 2.044], [-0.542, -1.291, 3.296], [1.812, 1.577, 2.906], [1.153, 2.467, 3.074], [2.465, 1.733, 2.049], [2.491, 1.488, 3.781], [2.720, -1.151, 1.554], [3.335, -0.253, 1.607], [2.715, -1.514, 0.525], [3.208, -1.928, 2.170], [0.590, -3.336, 2.212], [1.365, -3.677, 2.935], [0.938, -3.603, 1.221], [-0.320, -3.913, 2.418], [-1.394, -2.042, 4.282], [-1.294, -1.603, 5.279], [-1.071, -3.090, 4.383], [-2.460, -2.024, 4.014], [-0.709, 0.934, 4.607], [-0.616, 0.429, 5.570], [-1.766, 1.193, 4.466], [-0.106, 1.860, 4.677], [1.480, 0.735, -3.100], [1.054, 2.040, -2.817], [1.824, 2.714, -1.636], [1.042, 2.337, -0.428], [0.018, 1.238, -0.945], [0.413, -0.299, -1.255], [0.438, -1.176, -2.445], [0.604, -0.272, -3.693], [1.879, 3.787, -1.787], [0.547, 3.257, 0.046], [2.826, 2.307, -1.557], [-0.335, 0.039, -4.173], [2.507, 0.455, -2.971], [1.155, 2.720, -3.701], [1.153, -0.818, -4.469], [1.300, -1.846, -2.327], [1.120, -0.708, -0.543], [-0.394, -1.882, -2.523], [1.670, 1.910, 0.372], [-0.728, 1.228, -0.051], [-0.977, 1.741, -2.271], [-1.508, 2.331, -4.025], [-1.631, 3.293, -1.527], [-1.516, -0.889, -0.467], [-1.941, 0.198, -2.114], [-3.082, -0.206, 0.287], [-1.920, -2.600, -0.968], [-1.572, 1.552, -4.799], [-0.868, 3.129, -4.436], [-2.502, 2.765, -3.985], [-2.290, 3.806, -2.256], [-0.847, 4.006, -1.268], [-2.219, 3.043, -0.642], [-2.469, -2.655, -1.931], [-2.568, -3.037, -0.192], [-1.037, -3.250, -1.065], [-1.819, -0.429, -2.999], [-2.985, 0.515, -2.159], [-3.535, -1.009, 0.874], [-3.786, 0.113, -0.494], [-2.770, 0.637, 0.927], [4.004, -3.173, -1.949], [2.948, -3.350, -1.322], [2.884, -4.009, -0.260]],
  "lowdin_charge": [1.11, -0.34, -0.35, -0.37, -0.34, -0.31, -0.02, 0.10, 0.06, 0.12, 0.01, 0.09, 0.05, 0.12, 0.00, 0.12, 0.05, 0.09, 0.02, 0.09, 0.09, 0.10, 0.00, 0.09, 0.10, 0.09, -0.12, -0.22, -0.13, -0.15, -0.44, -0.27, -0.22, -0.15, 0.13, 0.15, 0.13, 0.09, 0.15, 0.15, 0.14, 0.11, 0.07, 0.08, 0.09, 0.07, 0.89, -0.12, -0.12, 0.72, -0.29, -0.23, -0.20, 0.07, 0.07, 0.06, 0.07, 0.07, 0.07, 0.07, 0.07, 0.06, 0.07, 0.07, 0.05, 0.06, 0.04, 0.10, -0.11, 0.06]
}

***

# 3
{
  "formula": "C23H42BClF6N2O10Si2",
  "method": "wB97M-V/def2-TZVPD",
  "max_force_ev_per_a": 1.6,
  "e_tot_ev": -93251.2996,
  "lumo_energy_ev": 0.22,
  "orbital_gap_ev": 8.67,
  "elements": ["C", "C", "C", "Si", "Cl", "C", "C", "C", "C", "C", "O", "C", "C", "O", "O", "Si", "N", "C", "C", "C", "C", "O", "N", "O", "B", "C", "O", "H", "H", "H", "H", "H", "H", "H", "H", "H", "H", "H", "H", "H", "H", "H", "H", "H", "H", "H", "H", "H", "H", "H", "H", "H", "H", "H", "H", "H", "H", "H", "H", "C", "C", "O", "C", "O", "C", "F", "F", "F", "H", "H", "H", "H", "H", "C", "C", "O", "C", "O", "C", "F", "F", "F", "H", "H", "H", "H", "H"],
  "positions_angstrom": [[-1.048, -1.350, -1.469], [-1.777, -0.240, -1.712], [-1.505, 1.177, -1.262], [-0.780, 1.503, 0.428], [0.880, 0.330, 0.839], [-1.998, 1.187, 1.805], [-3.332, 0.574, 1.353], [-4.095, -0.103, 2.507], [-3.272, -1.129, 3.285], [-2.647, -2.207, 2.408], [-1.411, -2.602, 3.047], [-0.552, -3.261, 2.260], [0.869, -3.172, 2.732], [-0.887, -3.849, 1.266], [-0.411, 3.118, 0.471], [1.108, 3.738, 0.291], [2.082, 3.494, 1.677], [1.627, 4.091, 2.947], [0.907, 3.055, 3.809], [1.825, 1.894, 4.198], [0.993, 0.736, 4.767], [0.822, 5.428, 0.162], [1.552, 6.031, -0.873], [2.206, 6.917, -0.490], [2.098, 3.181, -1.370], [1.496, 3.128, -2.821], [3.407, 2.847, -1.161], [-0.739, -1.646, -0.471], [-0.715, -2.005, -2.268], [-2.651, -0.346, -2.359], [-2.466, 1.710, -1.236], [-0.930, 1.635, -2.069], [-2.211, 2.153, 2.274], [-1.501, 0.590, 2.570], [-3.983, 1.370, 0.989], [-3.206, -0.173, 0.570], [-4.957, -0.626, 2.079], [-4.506, 0.636, 3.197], [-2.465, -0.661, 3.852], [-3.905, -1.616, 4.029], [-3.289, -3.087, 2.363], [-2.437, -1.875, 1.394], [0.959, -2.437, 3.530], [1.507, -2.880, 1.903], [1.196, -4.133, 3.128], [3.053, 3.695, 1.481], [1.017, 4.986, 2.797], [2.508, 4.406, 3.512], [0.610, 3.554, 4.736], [0.046, 2.637, 3.283], [2.384, 1.539, 3.333], [2.517, 2.212, 4.983], [0.258, 1.121, 5.477], [1.606, -0.037, 5.228], [0.423, 0.283, 3.950], [0.456, 3.466, -2.819], [1.485, 2.111, -3.227], [2.030, 3.776, -3.519], [3.807, 2.450, -1.944], [0.246, -7.739, 0.562], [1.680, -7.964, 0.142], [2.599, -7.409, 1.108], [2.834, -8.146, 2.180], [2.379, -9.220, 2.437], [3.855, -7.424, 3.085], [3.549, -6.129, 3.227], [5.079, -7.506, 2.547], [3.887, -7.980, 4.290], [0.062, -6.678, 0.738], [-0.435, -8.088, -0.214], [0.019, -8.273, 1.484], [1.895, -7.443, -0.788], [1.898, -9.020, -0.012], [-1.134, 5.124, -8.697], [-1.877, 4.758, -7.432], [-1.616, 3.391, -7.044], [-0.482, 3.177, -6.400], [0.346, 3.985, -6.103], [-0.376, 1.685, -6.021], [-0.706, 0.893, -7.043], [-1.204, 1.411, -5.001], [0.862, 1.391, -5.640], [-1.377, 4.424, -9.497], [-1.408, 6.130, -9.013], [-0.057, 5.092, -8.541], [-2.952, 4.809, -7.587], [-1.627, 5.426, -6.609]],
  "lowdin_charge": [-0.01, -0.23, -0.24, 0.13, 0.45, -0.24, -0.25, -0.20, -0.17, -0.15, -0.01, -0.55, 0.03, 0.09, -0.24, 0.36, -0.07, -0.25, -0.21, -0.27, -0.11, -0.17, -0.08, 0.07, -0.51, -0.05, 0.09, 0.02, 0.06, 0.10, 0.09, 0.07, 0.09, 0.04, 0.11, 0.08, 0.11, 0.11, 0.10, 0.12, 0.13, 0.11, 0.07, 0.09, 0.08, 0.09, 0.10, 0.12, 0.12, 0.09, 0.09, 0.11, 0.07, 0.07, 0.03, 0.06, 0.06, 0.08, 0.11, -0.05, -0.19, 0.03, -0.41, 0.17, -0.55, 0.16, 0.17, 0.18, 0.07, 0.08, 0.08, 0.12, 0.12, -0.06, -0.19, 0.04, -0.40, 0.17, -0.55, 0.17, 0.16, 0.17, 0.08, 0.08, 0.08, 0.13, 0.13]
}